55
Properties=species:S:1:pos:R:3:lowdin_charge:R:1 method="wB97M-V/def2-TZVPD" max_force_ev_per_a=7.7 homo_lumo_gap_ev=7.83 charge=+1 e_tot_ev=-90531.9200
O -1.25 -0.92 3.28 -0.3866
P -2.06 -2.35 2.77 0.6113
Cl -0.47 -3.63 2.13 0.1673
C -3.06 -1.79 1.26 -0.3391
C -4.56 -1.88 0.91 0.0432
N -4.61 -1.25 -0.41 0.1217
C -3.29 -0.86 -0.80 -0.1328
C -2.71 -0.12 -2.10 -0.1330
C -1.91 1.21 -1.65 -0.4562
S -0.54 1.70 -2.82 0.9311
C 0.67 0.31 -2.70 -0.4987
N 2.11 0.44 -2.76 -0.0055
N 2.75 -0.75 -2.65 0.0139
C 1.69 -1.76 -2.55 -0.0198
O 0.42 -1.08 -2.56 -0.0983
N -2.28 -1.18 0.17 0.1193
H -1.61 -0.60 4.13 0.0539
H -5.37 -2.34 1.57 0.1474
H -5.46 -1.10 -0.97 0.1799
H -2.09 -0.85 -2.74 0.1231
H -3.61 0.20 -2.75 0.1342
H -1.46 1.16 -0.60 0.0826
H -2.67 2.08 -1.64 0.1070
H 1.83 -2.89 -2.46 0.1466
H -1.27 -1.00 0.17 0.1604
O -5.99 0.56 3.52 -0.3079
S -6.21 1.98 3.50 0.6011
O -6.14 2.75 2.28 -0.2859
O -5.26 2.68 4.61 -0.2562
C -3.86 2.43 4.56 -0.2693
C -3.19 3.23 3.46 -0.0730
C -7.76 2.33 4.28 -0.1138
H -3.66 1.36 4.45 0.1011
H -3.45 2.73 5.53 0.1284
H -3.51 2.89 2.48 0.0624
H -2.10 3.13 3.52 0.0813
H -3.45 4.29 3.54 0.0912
H -7.80 1.79 5.23 0.0793
H -8.55 1.99 3.62 0.0803
H -7.84 3.40 4.45 0.0814
O 7.06 -1.90 -4.67 -0.2842
S 7.23 -0.84 -3.71 0.6053
O 8.04 0.31 -3.99 -0.2819
O 7.70 -1.48 -2.30 -0.2700
C 8.85 -2.31 -2.28 -0.2731
C 10.13 -1.50 -2.35 -0.0763
C 5.63 -0.29 -3.19 -0.1547
H 8.81 -3.06 -3.08 0.1157
H 8.83 -2.86 -1.33 0.1209
H 10.23 -1.01 -3.32 0.0718
H 11.00 -2.14 -2.20 0.0812
H 10.13 -0.72 -1.59 0.0852
H 5.02 -1.15 -2.93 0.0354
H 5.17 0.26 -4.01 0.0746
H 5.75 0.37 -2.33 0.0766


12
Properties=species:S:1:pos:R:3:lowdin_charge:R:1 method="wB97M-V/def2-TZVPD" max_force_ev_per_a=3.3 homo_lumo_gap_ev=7.37 charge=0 e_tot_ev=-30091.0839
C 1.39 -1.93 0.12 -0.4100
C -0.35 0.09 -0.33 -0.3907
C 2.78 0.00 0.72 -0.5467
C -2.54 1.02 0.20 0.0280
C -1.43 0.90 -0.60 -0.3416
N 2.15 -0.95 0.20 -0.1602
S -0.37 -1.58 -0.25 0.9374
Cl 3.51 1.26 -0.15 0.5861
H 1.69 -2.99 -0.10 0.0952
H -3.02 1.95 0.12 0.0317
H -2.55 0.39 1.14 0.0838
H -1.26 1.84 -1.07 0.0870


22
Properties=species:S:1:pos:R:3:lowdin_charge:R:1 method="wB97M-V/def2-TZVPD" max_force_ev_per_a=3.1 homo_lumo_gap_ev=8.68 charge=0 e_tot_ev=-9426.8533
C -0.69 -0.63 -0.82 -0.1138
C -1.03 1.85 -0.88 -0.0628
C -0.95 -2.00 -0.25 -0.0944
C 1.97 -1.05 -0.83 -0.1223
C -0.15 0.65 1.16 -0.4190
C -0.74 0.56 -0.15 -0.2558
N -0.24 1.84 1.85 0.1348
N 0.70 -0.29 1.50 0.0675
H -0.87 -0.58 -1.89 0.1120
H -1.00 2.46 1.62 0.0873
H 0.02 1.84 2.82 0.0974
H 1.18 -0.14 2.39 0.0822
H 1.38 -0.69 0.35 0.0531
H -0.23 2.58 -0.76 0.0792
H -1.14 1.66 -1.95 0.0761
H -1.96 2.31 -0.53 0.0765
H -0.69 -2.05 0.80 0.0650
H -2.01 -2.24 -0.39 0.0803
H -0.37 -2.75 -0.78 0.0705
H 2.76 -1.68 -0.40 -0.0055
H 1.62 -1.56 -1.72 -0.0042
H 2.42 -0.11 -1.15 -0.0040


78
Properties=species:S:1:pos:R:3:lowdin_charge:R:1 method="wB97M-V/def2-TZVPD" max_force_ev_per_a=2.3 homo_lumo_gap_ev=9.27 charge=0 e_tot_ev=-150699.8483
Na 0.78 -4.20 1.17 0.6876
Na 1.02 1.48 4.20 0.6167
Na 1.33 2.42 -1.72 0.5036
Na -2.43 1.57 1.85 0.6158
P -1.84 3.48 -0.83 0.2034
F -0.68 2.75 0.05 -0.1678
F -0.88 4.71 -1.15 -0.1016
F -1.32 2.69 -2.17 -0.1396
F -3.06 4.17 -1.63 -0.1315
F -2.77 2.14 -0.59 -0.1903
F -2.42 4.07 0.56 -0.1529
P 0.03 -4.11 -2.48 0.1834
F -1.42 -4.57 -1.87 -0.1561
F 0.35 -5.60 -3.01 -0.1440
F -0.70 -3.67 -3.83 -0.1265
F 1.50 -3.65 -2.97 -0.1453
F -0.22 -2.60 -1.89 -0.1805
F 0.68 -4.52 -1.04 -0.2085
P 1.85 4.11 2.45 0.1946
F 2.35 2.67 1.87 -0.1667
F 0.30 3.55 2.55 -0.1703
F 2.27 3.49 3.92 -0.1970
F 1.44 5.49 3.14 -0.1265
F 3.34 4.69 2.24 -0.1502
F 1.48 4.60 0.96 -0.1380
O 1.15 0.41 -0.36 -0.2398
P 0.59 -0.21 0.85 0.3171
O 1.04 0.15 2.23 -0.3067
F 0.74 -1.82 0.76 -0.1464
F -1.01 -0.01 0.82 -0.1471
C -0.94 -0.18 -3.42 -0.0104
O -0.88 0.79 -4.46 0.0402
C 0.23 1.46 -4.63 -0.6206
O 1.22 1.31 -3.92 0.0794
O 0.16 2.26 -5.65 0.0416
C 1.32 2.90 -6.12 -0.0372
H -0.59 0.21 -2.47 0.0738
H -0.29 -1.01 -3.71 0.0882
H -1.95 -0.56 -3.37 0.1029
H 1.77 3.55 -5.37 0.0975
H 1.11 3.37 -7.07 0.0973
H 2.15 2.21 -6.31 0.1006
C 5.52 2.86 0.42 -0.0252
O 5.51 1.51 -0.01 0.0304
C 4.55 1.18 -0.85 -0.6202
O 3.66 1.89 -1.23 0.1084
O 4.71 -0.05 -1.25 0.0266
C 3.74 -0.69 -2.07 -0.0104
H 6.12 3.41 -0.30 0.1023
H 5.98 2.91 1.41 0.0985
H 4.54 3.32 0.57 0.0730
H 4.10 -1.69 -2.30 0.0964
H 3.61 -0.13 -3.00 0.0979
H 2.77 -0.78 -1.57 0.0744
C -1.26 -1.99 3.70 -0.0173
O -2.26 -1.32 4.42 0.0511
C -2.27 -0.01 4.54 -0.6008
O -1.48 0.73 3.99 0.0864
O -3.29 0.31 5.29 0.0515
C -3.40 1.66 5.73 -0.0074
H -1.30 -3.05 3.97 0.1039
H -0.29 -1.60 3.99 0.0977
H -1.35 -1.97 2.61 0.0735
H -2.47 2.00 6.19 0.1046
H -4.17 1.89 6.46 0.1062
H -3.49 2.32 4.86 0.0983
C -3.08 -2.20 -0.21 -0.0041
O -3.67 -3.46 0.12 0.0444
C -2.91 -4.32 0.76 -0.6234
O -1.81 -4.13 1.21 0.0792
O -3.55 -5.48 0.78 0.0249
C -2.83 -6.62 1.21 -0.0251
H -3.24 -1.56 0.65 0.0856
H -3.43 -1.85 -1.17 0.1100
H -2.00 -2.27 -0.34 0.0669
H -3.47 -7.49 1.08 0.0977
H -2.57 -6.61 2.27 0.0959
H -2.04 -6.76 0.47 0.1063


14
Properties=species:S:1:pos:R:3:lowdin_charge:R:1 method="wB97M-V/def2-TZVPD" max_force_ev_per_a=1.9 homo_lumo_gap_ev=7.58 charge=-1 e_tot_ev=-7246.9271
C -1.93 1.23 0.08 -0.3614
O -0.95 0.82 -0.83 -0.4460
H -1.53 2.12 0.60 0.0287
H -2.14 0.47 0.88 0.0486
H -2.82 1.56 -0.48 0.0330
N 1.86 0.18 0.09 -0.0493
C 1.08 -0.93 0.69 -0.4226
N 0.03 -1.49 -0.16 -0.0765
H 1.88 0.97 0.74 0.0307
H 1.24 0.61 -0.60 0.0224
H 0.62 -0.60 1.62 0.0822
H 1.83 -1.72 0.83 0.0679
H 0.53 -1.83 -0.98 0.0202
H -0.62 -0.60 -0.49 0.0220


81
Properties=species:S:1:pos:R:3:lowdin_charge:R:1 method="wB97M-V/def2-TZVPD" max_force_ev_per_a=2.1 homo_lumo_gap_ev=9.37 smiles="C#CCO[C@H](Cl)[C@H](CC(=O)N(C)C)O[C@@H](Cl)CCCCCCCCCC.ClC(Cl)(Cl)Cl.ClC(Cl)(Cl)Cl.ClC(Cl)(Cl)Cl.ClC(Cl)(Cl)Cl" charge=0 e_tot_ev=-258487.6737
C -1.87 -2.79 2.91 0.0257
C -2.04 -2.37 1.79 -0.1830
C -2.26 -2.05 0.36 -0.2556
O -1.39 -2.72 -0.53 -0.1139
C -0.03 -2.54 -0.26 -0.5901
Cl 0.44 -0.85 0.20 0.7267
C 0.82 -3.12 -1.41 -0.3037
C 2.33 -2.82 -1.21 -0.0796
C 2.76 -3.38 0.16 -0.4610
O 2.43 -4.48 0.52 0.1096
N 3.53 -2.51 0.97 -0.1758
C 3.30 -2.71 2.40 -0.0740
C 4.95 -2.52 0.63 -0.0718
O 0.35 -2.88 -2.72 -0.0779
C -0.06 -1.60 -3.05 -0.6582
Cl 1.26 -0.34 -3.11 0.6438
C -0.65 -1.70 -4.50 -0.1874
C -2.08 -1.12 -4.57 -0.1841
C -2.15 0.40 -4.17 -0.2087
C -2.88 0.65 -2.85 -0.2005
C -2.55 2.09 -2.32 -0.1948
C -1.76 1.94 -0.98 -0.2186
C -1.42 3.33 -0.38 -0.2137
C 0.10 3.62 -0.33 -0.2208
C 0.29 4.96 0.45 -0.2732
C 1.68 5.58 0.26 -0.1359
H -1.65 -2.94 3.94 0.0490
H -2.30 -0.97 0.20 0.0910
H -3.27 -2.41 0.12 0.1285
H 0.22 -3.15 0.62 0.1120
H 0.75 -4.20 -1.26 0.1625
H 2.90 -3.39 -1.96 0.1390
H 2.56 -1.76 -1.19 0.0621
H 3.99 -3.44 2.84 0.0883
H 2.26 -2.94 2.65 0.0853
H 3.53 -1.76 2.90 0.0812
H 5.50 -3.33 1.14 0.0927
H 5.41 -1.55 0.82 0.0483
H 5.02 -2.66 -0.46 0.0949
H -0.86 -1.18 -2.44 0.0781
H -0.69 -2.74 -4.84 0.1164
H -0.01 -1.12 -5.17 0.0880
H -2.65 -1.66 -3.80 0.1103
H -2.54 -1.28 -5.55 0.1051
H -2.66 0.91 -4.99 0.1118
H -1.13 0.81 -4.16 0.0867
H -2.59 -0.06 -2.06 0.0787
H -3.97 0.56 -2.95 0.1134
H -3.46 2.65 -2.10 0.1072
H -1.91 2.62 -3.04 0.1093
H -2.40 1.41 -0.27 0.0999
H -0.85 1.38 -1.22 0.0716
H -1.89 4.13 -0.96 0.1066
H -1.81 3.38 0.65 0.1100
H 0.48 3.81 -1.34 0.1157
H 0.67 2.81 0.14 0.1093
H 0.04 4.76 1.50 0.1072
H -0.49 5.63 0.06 0.1017
H 1.76 6.02 -0.74 0.0703
H 2.46 4.82 0.39 0.0745
H 1.82 6.36 1.01 0.0220
C 8.26 -0.91 2.74 -2.0545
Cl 8.44 -2.63 3.12 0.5193
Cl 8.46 -0.67 1.00 0.5240
Cl 6.65 -0.37 3.23 0.5264
Cl 9.48 0.02 3.61 0.5266
C -4.87 -5.73 2.38 -2.0121
Cl -3.44 -4.74 2.02 0.6271
Cl -5.00 -7.06 1.21 0.5184
Cl -4.72 -6.40 4.01 0.5257
Cl -6.31 -4.72 2.29 0.5017
C -7.32 -0.92 4.17 -2.0526
Cl -5.64 -1.42 3.87 0.5033
Cl -8.35 -2.36 4.27 0.5084
Cl -7.41 -0.03 5.69 0.5223
Cl -7.87 0.11 2.85 0.5197
C 2.86 9.64 1.36 -2.0530
Cl 2.42 9.67 3.07 0.5192
Cl 1.45 9.19 0.39 0.5316
Cl 3.43 11.24 0.86 0.5207
Cl 4.15 8.45 1.11 0.5259